(1)
{"formula": "C35H104N16O14", "method": "wB97M-V/def2-TZVPD", "lumo_ev": 0.140, "energy_ev": -90481.81368, "homo_lumo_gap_ev": 9.300, "e_above_lowest_kcal_mol": 68.2, "spin_multiplicity": 1, "elements": ["O", "O", "O", "O", "O", "O", "O", "O", "O", "O", "O", "O", "O", "O", "N", "N", "N", "N", "N", "N", "N", "N", "N", "N", "N", "N", "N", "N", "N", "N", "C", "C", "C", "C", "C", "C", "C", "C", "C", "C", "C", "C", "C", "C", "C", "C", "C", "C", "C", "C", "C", "C", "C", "C", "C", "C", "C", "C", "C", "C", "C", "C", "C", "C", "C", "H", "H", "H", "H", "H", "H", "H", "H", "H", "H", "H", "H", "H", "H", "H", "H", "H", "H", "H", "H", "H", "H", "H", "H", "H", "H", "H", "H", "H", "H", "H", "H", "H", "H", "H", "H", "H", "H", "H", "H", "H", "H", "H", "H", "H", "H", "H", "H", "H", "H", "H", "H", "H", "H", "H", "H", "H", "H", "H", "H", "H", "H", "H", "H", "H", "H", "H", "H", "H", "H", "H", "H", "H", "H", "H", "H", "H", "H", "H", "H", "H", "H", "H", "H", "H", "H", "H", "H", "H", "H", "H", "H", "H", "H", "H", "H", "H", "H", "H", "H", "H", "H", "H", "H"], "positions_angstrom": [[7.14, -6.37, 0.85], [-6.23, 1.37, 4.55], [-1.30, -7.08, 3.02], [-0.66, 8.19, -1.98], [3.34, -3.31, -5.25], [7.05, 0.02, 1.54], [-3.87, -3.65, -0.86], [-3.05, 3.12, -5.42], [6.14, 3.96, -5.56], [0.73, -9.35, -3.91], [-1.03, -3.87, 7.25], [-4.89, 6.64, 2.40], [0.93, -1.46, 0.52], [-4.70, -2.10, -5.42], [2.02, -1.52, -5.54], [1.42, -6.18, -2.31], [-4.18, 4.42, -3.85], [-4.74, 2.36, -4.13], [-6.03, 0.30, 8.08], [-4.53, -4.94, 0.77], [8.19, -5.77, -1.04], [0.82, -7.31, 2.39], [-0.82, 11.92, -2.25], [-2.62, -3.95, 0.97], [-0.77, -0.89, -1.91], [0.49, -6.63, 4.38], [6.07, -6.23, -1.17], [10.10, -1.27, 1.83], [-4.37, 9.11, 3.90], [3.41, -1.93, -6.97], [1.50, -8.25, -3.68], [3.05, -2.28, -5.80], [4.56, 2.67, -4.37], [5.60, 3.81, -4.26], [8.96, -2.38, 3.70], [-1.33, -2.41, 5.50], [0.05, 0.13, -1.19], [8.81, -1.64, 2.35], [-6.41, 1.17, 7.01], [-4.85, 6.73, 3.80], [-5.75, 2.57, 7.19], [-0.37, 9.43, -2.62], [-3.92, 7.79, 4.33], [-3.78, 6.00, 1.89], [-3.89, 3.31, -4.51], [-5.94, 0.59, 5.66], [-3.68, -4.16, 0.19], [1.59, -10.54, -4.10], [-2.30, 10.55, -1.16], [-0.09, 7.04, -2.62], [-3.85, -2.08, -7.77], [-3.52, 7.86, 5.80], [-0.90, 10.63, -1.67], [2.06, -1.93, 1.27], [1.31, -0.42, -0.47], [-5.90, 0.75, 3.29], [-0.83, 0.87, -0.13], [7.66, 0.23, 0.24], [-0.06, -7.00, 3.26], [7.12, -6.20, -0.34], [7.88, -0.43, 2.59], [0.63, -7.22, -2.94], [-0.50, -6.63, -3.75], [-1.68, -2.65, 6.95], [-4.03, -2.80, -6.52], [1.39, -1.65, -4.76], [6.26, -6.16, -2.16], [-3.36, 6.93, 6.35], [-1.13, -1.48, -1.17], [-2.96, 6.72, 1.90], [-0.24, 10.71, -0.80], [4.15, -2.29, -7.56], [-3.00, 7.55, 3.78], [4.32, 2.48, -3.32], [-4.89, 0.33, 5.78], [-0.94, 11.79, -3.25], [-5.86, 6.95, 4.16], [-5.50, -4.86, 0.50], [1.47, -6.70, 4.60], [7.29, -0.49, 3.50], [1.69, -2.66, 1.98], [5.13, -6.32, -0.81], [10.42, -2.20, 1.61], [-6.17, -0.64, 7.75], [6.51, 3.51, -3.75], [-4.43, -3.78, -6.78], [-1.50, -3.33, 4.95], [-1.60, 1.41, -0.69], [-4.98, 4.47, -3.23], [-2.70, 8.52, 6.09], [2.73, -1.30, -7.38], [-2.52, -4.64, 1.70], [-4.44, 8.14, 6.31], [-3.70, 5.01, 2.34], [-5.57, 2.74, -3.69], [8.49, 0.46, 2.76], [-4.66, 2.50, 7.17], [1.79, -7.93, -4.69], [7.86, -0.74, -0.23], [-3.33, -2.62, -8.56], [-3.00, 10.73, -1.98], [-1.85, -1.63, 4.94], [8.99, -5.49, -0.49], [8.49, 0.93, 0.30], [-1.57, -0.49, -2.36], [-5.99, 1.57, 2.58], [6.90, 0.78, -0.32], [-1.42, -1.75, 7.50], [5.13, 4.72, -3.89], [-0.25, 7.00, -3.70], [-4.89, 0.34, 3.29], [-0.09, -6.19, -4.66], [8.21, -2.19, 1.62], [-4.45, -2.46, -4.57], [-5.96, 3.35, 6.46], [-1.06, 9.50, -3.46], [8.04, -2.62, 4.24], [1.86, -10.57, -5.15], [-3.73, 5.23, -4.24], [8.30, -6.02, -2.01], [2.32, -8.46, -3.01], [-0.37, 1.56, 0.58], [1.82, -7.36, 2.57], [-0.93, -5.81, -3.18], [-1.82, -3.38, 0.75], [-4.60, 5.73, 4.14], [2.61, -1.15, 1.80], [-4.16, -5.38, 1.60], [-1.66, -4.30, 7.84], [-1.69, 12.30, -1.91], [0.76, -5.44, -2.10], [-4.75, 1.44, -4.53], [2.06, -5.68, -2.91], [-7.49, 1.31, 6.98], [6.43, 3.09, -5.84], [-0.44, 6.13, -2.14], [0.50, -7.46, 1.44], [0.23, -7.73, -2.07], [9.49, -1.71, 4.38], [2.82, -2.38, 0.63], [4.80, 1.85, -5.04], [-2.52, 9.56, -0.78], [10.72, -0.99, 2.57], [-6.02, 3.00, 8.15], [0.96, -11.43, -4.15], [-2.75, -2.79, 7.11], [2.00, -0.87, -1.18], [-1.35, 0.10, 0.44], [-4.80, -1.83, -8.24], [2.54, -10.58, -3.57], [0.96, 7.11, -2.31], [-6.63, 0.44, 8.88], [1.80, 0.39, 0.06], [-0.31, -2.05, 5.40], [3.67, 3.07, -4.85], [-3.36, -1.13, -7.53], [-0.19, -6.47, 5.11], [0.68, 9.49, -2.92], [-3.64, 9.78, 4.05], [-3.04, -3.13, -6.19], [9.56, -3.28, 3.68], [-4.44, 8.95, 2.90], [-3.94, 5.87, 0.82], [1.85, -0.67, -6.06], [0.39, 0.85, -1.93], [-6.66, 0.01, 3.04], [-6.44, -0.38, 5.54], [-1.26, -7.35, -4.06], [-2.61, 11.31, -0.44]]}

(2)
{"formula": "C13H15N2", "method": "wB97M-V/def2-TZVPD", "lumo_ev": [-2.980, -4.264], "charge": 1, "energy_ev": -16693.64654, "homo_lumo_gap_ev": [8.133, 6.922], "e_above_lowest_kcal_mol": 127.5, "spin_multiplicity": 1, "elements": ["N", "N", "C", "C", "C", "C", "C", "C", "C", "C", "C", "C", "C", "C", "C", "H", "H", "H", "H", "H", "H", "H", "H", "H", "H", "H", "H", "H", "H", "H"], "positions_angstrom": [[-0.79, 0.09, -1.32], [-2.78, 0.94, -1.14], [1.12, 3.15, -0.41], [-2.89, -0.11, -2.06], [-0.15, -1.67, 1.10], [0.46, 2.14, 0.43], [0.34, -2.47, 2.12], [-1.62, -0.60, -2.18], [0.78, -1.24, 0.12], [2.57, -2.48, 1.25], [0.52, -0.39, -1.00], [1.63, -2.84, 2.25], [-1.04, 2.00, 0.32], [2.12, -1.70, 0.22], [-1.51, 1.10, -0.74], [-1.33, 1.74, 1.42], [3.58, -2.74, 1.29], [-3.60, 1.53, -1.00], [2.29, 2.89, -0.54], [2.92, -1.54, -0.55], [1.69, -3.46, 3.10], [-3.87, -0.23, -2.40], [-1.24, -1.47, -2.81], [0.76, 1.53, 1.32], [1.21, 4.07, 0.29], [-1.56, 2.95, -0.07], [0.57, 3.24, -1.46], [-0.21, -2.87, 2.88], [-1.32, -1.42, 1.08], [1.34, -0.13, -1.49]]}